# 1
118
Properties=species:S:1:pos:R:3:mulliken_charge:R:1 method="wB97M-V/def2-TZVPD" e_above_lowest_kcal_mol=48.72 smiles="COC[C@H](C)N.COC[C@H](C)N.COC[C@H](C)N.COC[C@H](C)N.COC[C@H](C)N.COC[C@H](C)N.NC(N)=O.NC(N)=O" lumo_energy_ev=0.10 homo_lumo_gap_ev=8.3849 e_homo_ha=-0.3046 fmax_ev_per_a=2.1
O 5.3949 -0.6551 -4.1198 -0.304
O -4.1419 -4.1510 3.6534 -0.368
O -1.4855 3.7070 0.0294 -0.301
O 2.1982 -0.0855 4.9081 -0.694
O 0.7248 0.2374 0.9722 0.262
O 1.1966 3.4469 -5.6254 -0.378
O 5.7843 0.0545 2.6080 -0.431
O -7.6151 -3.9228 -1.8807 -0.637
N 6.2935 2.5532 -2.5537 -0.720
N -3.6125 2.4066 -1.5177 -0.516
N 0.7044 1.3294 3.9202 -0.218
N -0.2445 4.4209 -2.3587 -0.601
N -5.6959 -2.7297 -1.5971 -0.261
N -2.1318 -0.0488 0.7295 -0.306
N -6.2918 -7.0946 3.2532 -0.658
N 1.2024 1.5623 6.1423 -0.438
N 4.2565 -1.8393 3.8541 -0.808
N -7.5254 -1.7773 -2.6195 -0.374
C -1.7668 -2.2055 -0.2234 -1.602
C 0.0862 -0.6841 0.0834 -0.886
C -3.6690 -3.0878 2.8699 -0.618
C -1.1854 -1.1600 0.7442 0.541
C -5.2214 -6.2880 3.8586 0.351
C 5.7223 0.7238 -4.1461 -0.254
C 4.6548 -0.4324 1.8794 0.324
C 1.3881 0.8191 4.9930 0.499
C 5.3940 -1.2577 -5.3867 -0.779
C 2.5948 3.4725 -5.4783 -0.499
C 1.8078 0.9588 0.3591 -0.358
C 5.8023 1.1921 -2.7028 0.394
C -0.5432 3.5839 1.0695 -0.547
C -5.2325 3.6711 0.0290 -1.458
C -0.4781 2.2473 -3.3366 -0.428
C 4.2462 -1.8118 2.4022 0.036
C 2.8882 -2.2123 1.8481 -0.967
C 0.5513 4.2295 -4.6507 -1.142
C -4.0886 -7.2440 4.2754 -1.376
C 4.4705 1.0496 -1.9405 -0.595
C -6.9970 -2.8664 -1.9726 0.645
C 0.4175 3.5153 -3.2969 1.015
C -4.8641 -5.1375 2.9504 -0.647
C -2.8310 3.5816 0.5047 -0.880
C -3.8560 3.5506 -0.6050 0.448
C 6.4250 1.1894 2.0839 -0.693
H 0.7696 0.8568 3.0327 0.140
H -5.9508 -7.6534 2.4849 0.238
H -1.4318 2.4535 -3.8204 0.376
H -0.0322 1.3821 -3.8449 0.360
H 5.0238 -2.5082 2.0668 0.279
H 7.0362 0.9627 1.2024 0.242
H 0.0392 2.0707 4.0137 0.191
H 4.7858 -2.1613 -5.3415 0.258
H -3.5879 -7.5787 3.3653 0.305
H 5.0303 -0.6261 -6.2034 0.312
H 4.9301 -0.4393 0.8198 0.229
H -6.1126 3.7437 -0.6021 0.349
H 6.4944 0.5572 -2.1381 0.275
H -2.6997 -3.3842 2.4555 0.288
H 2.2986 1.5732 1.1100 0.487
H 2.8598 -2.1260 0.7594 0.293
H 5.1454 -1.4181 4.0999 0.390
H 3.5068 -1.3014 4.2843 0.496
H 2.4857 0.1280 0.1331 -0.132
H -4.2740 -5.5339 2.1099 0.296
H 5.6911 1.9888 1.9649 0.271
H -1.0740 -3.0494 -0.2793 0.417
H -7.0029 -0.9254 -2.6371 0.156
H -0.5014 4.3527 -4.9271 0.420
H -2.8779 2.6924 1.1462 0.385
H 0.4660 3.5721 0.6640 0.232
H -2.9991 4.4627 1.1366 0.426
H -3.4342 -6.7771 5.0208 0.312
H -6.7288 -7.6371 3.9795 0.258
H -5.3478 2.7850 0.6663 0.366
H -4.0142 1.5625 -1.1050 0.284
H -1.1122 4.8075 -2.7076 0.323
H 2.6115 -3.2254 2.1343 0.354
H 1.4144 1.4794 -0.5143 -0.078
H -4.3773 -8.1227 4.8559 0.407
H -3.5748 -2.1809 3.4659 0.304
H -0.6503 2.6429 1.6226 -0.017
H 3.8122 1.8487 -2.2914 -0.349
H 0.9448 5.2461 -4.5840 0.434
H -2.6263 2.1754 -1.4349 0.047
H 4.8412 1.2602 -0.9344 0.224
H -8.3957 -1.9532 -3.0839 0.211
H 0.4573 2.2244 6.0854 0.147
H 3.8322 0.2606 2.0982 -0.124
H -0.1837 -0.2393 -0.8781 0.069
H 7.0394 2.6911 -3.2328 0.294
H 4.0101 0.0699 -2.0054 0.465
H -0.6386 4.3740 1.8198 0.424
H -0.4750 4.0223 -1.4459 0.263
H 3.0879 3.1516 -6.3994 0.316
H -4.3560 -2.8576 2.0458 0.227
H 5.5596 3.1783 -2.8907 0.254
H 2.9412 4.4952 -5.3059 0.341
H 0.8359 -1.4704 -0.0564 0.342
H -5.2115 4.4703 0.7709 0.371
H 2.9657 2.7631 -4.7358 0.006
H 2.1540 -1.5296 2.2862 -0.015
H -5.7802 -4.6920 2.5528 0.378
H 6.6736 0.9651 -4.6390 0.343
H -5.2359 -3.4874 -1.1328 0.152
H 6.3893 -1.5984 -5.6973 0.279
H 4.9096 1.2024 -4.7036 -0.078
H -1.0481 -1.5163 1.7702 0.385
H 1.3892 3.1969 -2.9087 -0.294
H -3.5816 4.3989 -1.2415 0.237
H -1.7331 0.6616 1.3396 0.019
H 1.8686 1.4443 6.8800 0.252
H -2.7423 -2.6068 0.0516 0.138
H -5.6448 -5.8322 4.7591 0.295
H -1.8353 -1.7472 -1.2098 0.431
H 7.1989 1.4520 2.8089 0.295
H -5.3288 -1.8055 -1.7165 0.107
H -3.0309 -0.3454 1.0892 0.265
H -0.5952 1.8923 -2.3124 -0.414

# 2
113
Properties=species:S:1:pos:R:3:mulliken_charge:R:1 method="wB97M-V/def2-TZVPD" e_above_lowest_kcal_mol=0.00 lumo_energy_ev=-4.56 homo_lumo_gap_ev=9.7239 e_homo_ha=-0.5250 fmax_ev_per_a=4.4 charge=+2
Zr -5.6567 22.4022 -10.7445 -2.207
O -6.5721 18.8049 -8.4983 -0.645
O -4.5423 22.1700 -8.7780 2.318
O -3.9429 26.5420 -11.1561 -0.453
O -9.0709 24.9492 -12.3142 -0.404
O -5.1440 24.5371 -10.0561 1.815
O -5.1993 20.2206 -10.3858 2.793
O -5.4586 20.4606 -14.6592 -0.523
O -6.6605 23.8632 -12.0954 2.036
O -6.5203 21.2832 -12.4644 2.727
O -7.5522 22.3554 -9.6852 -0.591
O -1.9414 22.9997 -8.4218 -0.470
O -3.7301 22.5788 -11.7870 -0.462
C -5.8086 25.2070 -8.9625 0.109
C -11.1725 23.8849 -12.1415 -1.097
C -6.5807 18.9442 -16.1086 -1.293
C -5.2840 16.6764 -8.4785 -0.929
C -8.6785 22.6488 -7.5455 -1.263
C -5.9714 24.6217 -13.0640 1.074
C -7.8606 20.8147 -12.7291 0.332
C -2.1043 27.7096 -12.1577 -1.309
C -2.9571 19.3511 -10.3289 -1.257
C -10.0841 24.3275 -13.0975 -0.204
C -6.2035 20.4050 -15.8582 -0.315
C -6.8711 26.1324 -9.4789 -1.136
C -3.4206 26.9538 -12.3695 -0.389
C -3.9974 20.6363 -6.9215 -1.156
C -4.9054 21.7467 -7.4466 0.198
C -8.7969 22.3531 -9.0625 0.415
C -9.5723 21.0221 -9.2979 -1.327
C -4.2786 19.4217 -11.0928 0.077
C -1.7090 24.0361 -7.4444 -0.361
C -7.9907 19.3726 -12.1521 -1.428
C -1.5723 25.3969 -8.0994 -0.792
C -6.6782 17.3955 -8.6804 -0.393
C -2.4899 22.5404 -12.4466 0.405
C -2.5418 22.6336 -13.9850 -1.019
C -6.4660 24.1188 -14.4282 -1.385
C -1.4667 23.5865 -11.9058 -0.704
H -7.4528 16.9503 -8.0560 0.528
H -6.1900 25.6848 -12.9631 0.214
H -7.0748 18.4144 -15.2941 0.261
H -4.8409 17.0047 -7.5383 0.270
H -5.7637 18.3722 -16.5484 0.430
H -3.6221 22.3812 -8.6040 -1.123
H -7.7374 25.6247 -9.9029 -0.060
H -6.0777 21.0684 -13.2887 -0.988
H -4.8944 24.5293 -12.9240 -0.790
H -1.7121 27.9268 -13.1513 0.387
H -6.3870 26.7083 -10.2676 0.179
H -4.0928 27.3219 -10.6168 0.195
H -2.0788 21.5546 -12.2292 0.253
H -2.5478 25.7387 -8.4454 -0.006
H -7.0078 17.2227 -9.7049 0.190
H -0.8062 23.7961 -6.8828 0.465
H -10.5881 21.1321 -8.9182 0.509
H -9.5669 25.6492 -11.8834 0.260
H -4.0908 19.8469 -12.0788 -0.249
H -5.8946 24.6594 -15.1828 0.581
H -4.9950 25.6452 -8.3846 0.335
H -6.8118 18.9964 -7.5886 0.299
H -4.8702 22.6098 -6.7818 0.485
H -6.2565 24.3839 -8.4058 -0.380
H -1.3205 23.5579 -10.8260 -0.307
H -1.8820 24.5743 -12.1055 0.018
H -2.9854 18.7153 -9.4440 0.299
H -5.9324 21.3828 -7.4188 -0.613
H -4.6725 18.4311 -11.3202 0.538
H -4.6988 25.2204 -10.5626 -0.386
H -8.3257 23.6774 -7.4714 0.304
H -3.2961 26.1397 -13.0835 0.191
H -9.0164 19.0066 -12.1966 0.617
H -10.7404 23.0627 -11.5711 0.114
H -8.0490 21.9304 -7.0205 0.178
H -2.9502 20.9326 -6.9812 0.232
H -9.6341 23.5036 -13.6514 0.216
H -4.1502 19.6741 -7.4103 -0.037
H -5.3332 15.5894 -8.5428 0.439
H -5.5740 20.7690 -16.6702 0.412
H -7.5330 24.2516 -12.1931 -0.967
H -4.5432 17.0493 -9.1858 0.097
H -1.5975 22.3639 -14.4578 0.461
H -0.4700 23.5422 -12.3447 0.505
H -2.8152 23.6408 -14.2996 0.205
H -2.2089 18.9191 -10.9935 0.534
H -7.6971 19.2969 -11.1051 -0.095
H -8.0963 20.7666 -13.7922 0.350
H -1.4086 27.0566 -11.6308 0.230
H -7.3951 18.6287 -12.6813 0.249
H -11.6040 24.5627 -11.4050 0.387
H -12.0424 23.5101 -12.6810 0.387
H -7.5256 24.3205 -14.5860 0.298
H -9.6602 20.6802 -10.3292 0.209
H -2.5906 20.3385 -10.0480 -0.086
H -4.7681 19.8009 -14.7578 0.226
H -4.2507 27.5595 -12.7330 0.542
H -0.8610 25.4112 -8.9252 0.235
H -7.0706 21.0622 -15.7928 0.310
H -10.4387 25.1225 -13.7535 0.402
H -7.1330 26.8695 -8.7198 0.553
H -8.6532 21.4325 -12.3070 -0.313
H -6.3151 23.0574 -14.6250 0.058
H -3.2317 21.9133 -14.4248 -0.023
H -5.5987 19.5976 -9.7743 -1.157
H -9.6862 22.6670 -7.1305 0.483
H -7.3305 18.9096 -16.8989 0.404
H -9.1416 20.2121 -8.7092 0.263
H -1.1145 22.7626 -8.8481 0.249
H -4.1867 20.5781 -5.8497 0.569
H -2.2205 28.5971 -11.5357 0.421
H -9.3856 23.1468 -9.5227 0.071
H -1.1523 26.0506 -7.3350 0.480
H -2.5486 23.8874 -6.7653 0.218

# 3
114
Properties=species:S:1:pos:R:3:lowdin_spin:R:1 method="wB97M-V/def2-TZVPD" e_above_lowest_kcal_mol=0.00 spin_multiplicity=2 lumo_energy_ev="-2.46 / -9.10" homo_lumo_gap_ev="8.7682 / 2.1282" e_homo_ha="-0.4127 / -0.4126" fmax_ev_per_a=3.5 charge=+1
O -1.2767 -1.4409 1.0299 0.028
O 0.7879 -0.7511 5.0651 0.000
O 5.3916 -0.2189 1.4379 0.000
O 5.9074 1.5005 -0.8681 0.000
O -4.1117 -4.7756 -0.5929 0.000
O 1.1744 -1.6871 2.6390 0.000
O -4.2077 1.5708 0.4749 0.659
O -4.0255 2.0044 -4.7410 0.000
O 1.7657 4.8495 3.5668 0.000
O 4.6023 -4.1140 -2.7415 0.000
O -3.2421 3.0963 -1.7728 -0.001
O -3.3257 -5.4670 -3.3393 0.000
C -3.1539 0.6950 0.6525 0.153
C -4.7951 0.9029 -4.2213 0.000
C 4.3715 0.4058 2.1741 0.000
C -0.5636 -0.7697 5.4055 0.000
C -3.2142 5.5052 -1.5958 0.000
C 4.3060 -3.0709 -1.8232 0.000
C 5.0378 1.1153 -1.9172 0.000
C 2.1330 -2.6994 2.8290 0.000
C -1.2046 0.5826 5.0846 0.000
C -3.7293 -3.4354 -0.3331 0.000
C 1.3583 3.6284 3.0973 0.000
C -0.6739 -1.4985 -0.2455 0.006
C -2.8563 -4.1117 -3.8184 0.000
C 5.2667 2.1403 -3.1074 0.000
C -1.3344 -1.9182 4.6887 0.000
C 3.0079 -2.3846 -2.2203 0.000
C -1.2305 4.0947 -0.9378 0.001
C 3.6181 1.2618 -1.1913 0.000
C 0.4327 -0.4374 -0.3045 0.004
C -6.2180 1.4762 -3.9911 0.000
C -4.2548 0.1939 -2.9752 0.002
C 1.9844 2.4375 3.9435 0.000
C 4.2396 -3.5960 -0.3743 0.000
C -2.4415 4.2650 -1.9071 0.000
C 1.8575 3.5006 1.7294 0.000
C -0.1241 -2.9100 -0.4555 0.005
H 2.4931 4.6616 4.1644 0.000
H 4.1348 -4.9171 -2.5007 0.000
H 5.0272 -4.2809 -0.0601 0.000
H 3.3459 0.2732 1.8294 0.000
H -2.8997 6.2375 -0.8522 0.000
H -3.2273 0.2519 1.6456 0.004
H -4.8921 -0.6873 -2.9007 0.000
H 4.9079 3.1566 -2.9447 0.000
H -3.1966 -0.0654 -2.9410 0.001
H 1.4700 2.6496 1.1694 0.000
H 5.1851 -2.4269 -1.8470 0.000
H 2.9388 2.6713 4.4153 0.000
H -4.0856 5.1786 -1.0282 0.000
H -2.2322 0.6034 5.4475 0.000
H -1.4591 -1.2284 -0.9516 0.002
H 0.7673 -0.2744 -1.3290 0.000
H -4.3488 -5.2429 0.2115 0.000
H 1.8729 -3.6197 2.3060 0.000
H 0.2684 3.6404 3.0930 0.000
H -4.6041 2.4559 -5.3598 0.000
H -2.3419 -2.0860 5.0695 0.000
H -4.6369 0.1359 -4.9795 0.000
H 3.0323 -1.8617 -3.1764 0.000
H 0.7426 -3.1208 0.1710 0.000
H -2.2859 1.3269 0.4642 0.056
H 5.5839 1.1426 -0.0381 0.000
H -0.5986 -1.6726 1.6687 0.000
H -0.8739 3.0661 -0.9911 0.000
H 3.5538 0.4409 -0.4771 0.000
H -2.1548 4.1992 -2.9566 0.000
H 2.8270 -1.6849 -1.4043 0.000
H 4.5508 1.4796 2.2291 0.000
H -1.4086 -1.6527 3.6341 0.000
H -1.3854 0.7235 4.0189 0.000
H 1.6445 4.4078 1.1639 0.000
H -0.4937 4.8630 -1.1726 0.000
H 0.1089 -3.1462 -1.4938 0.000
H -6.6350 1.8926 -4.9082 0.000
H 1.3104 -0.7672 0.2514 0.001
H 3.5207 2.1340 -0.5448 0.000
H -2.0439 -3.7292 -3.2005 0.000
H 4.2770 -0.0564 3.1566 0.000
H -3.9535 -5.3202 -2.6280 0.000
H -3.1384 -0.0906 -0.1030 0.070
H -3.7030 -3.4305 -3.9020 0.000
H -0.7052 1.5086 5.3696 0.000
H 3.0154 -2.3546 2.2899 0.000
H 2.2145 -3.1293 -2.2844 0.000
H -4.0306 2.0856 -0.3159 0.006
H 1.3415 2.0994 4.7562 0.000
H -4.6356 -2.8299 -0.3217 0.000
H -3.5953 5.9357 -2.5219 0.000
H -3.1429 -3.0014 -1.1429 0.000
H 0.8512 -1.4275 3.5048 0.000
H 1.2357 -0.4691 5.8660 0.000
H -6.9609 0.7201 -3.7373 0.000
H -4.3088 0.9197 -2.1638 0.000
H -6.3406 2.2092 -3.1938 0.000
H 5.2265 0.0595 -2.1120 0.000
H 2.0774 1.5426 3.3282 0.000
H 2.7916 1.1671 -1.8956 0.000
H 3.3804 -4.2666 -0.3557 0.000
H 2.9414 3.3858 1.7171 0.000
H 6.3486 2.2706 -3.0837 0.000
H -3.5293 2.8036 -2.6408 0.000
H -0.8438 -3.6722 -0.1566 0.000
H -2.3616 -4.0946 -4.7895 0.000
H -0.8286 -2.8759 4.8111 0.000
H 4.0825 -2.8038 0.3577 0.000
H -1.5374 4.1457 0.1069 0.000
H 2.3731 -3.0564 3.8305 0.000
H -0.7940 -0.9926 6.4473 0.000
H 5.7259 -0.9973 1.8894 0.000
H 0.0413 0.4748 0.1460 0.001
H -3.2003 -3.2837 0.6078 0.000
H 4.9442 1.7563 -4.0752 0.000